(1)
ORCA calculation (ωB97M-V/def2-TZVPD) on a structure of composition C9H12BrCuN3O2.

Each line ends with the natural charge from an NBO analysis.
CARTESIAN COORDINATES (ANGSTROEM)
C -2.96 0.28 -0.05  -0.61
C -2.38 0.17 -1.51  -0.40
C -0.86 0.48 -1.62  -0.38
C -0.01 -0.15 -0.43  -0.20
C -0.18 -1.70 -0.53  -0.63
C 1.50 0.21 -0.52  -0.32
C 1.75 1.71 -0.54  0.21
N 1.63 2.81 -0.70  -0.16
C 2.35 -0.43 0.68  0.15
Br 3.14 -2.11 0.00  0.66
C 3.50 0.50 1.03  0.13
N 4.41 1.01 1.45  -0.08
O 1.54 -0.72 1.83  -0.38
N 1.71 0.34 2.75  0.48
O 0.67 0.70 3.16  -0.33
H -2.65 1.27 0.35  0.20
H -4.05 0.18 -0.02  0.25
H -2.49 -0.51 0.58  0.18
H -2.52 -0.88 -1.82  0.21
H -2.98 0.79 -2.21  0.26
H -0.66 1.57 -1.73  0.25
H -0.49 -0.04 -2.53  0.22
H -0.38 0.21 0.55  0.22
H 0.15 -2.02 -1.54  0.24
H -1.24 -2.00 -0.38  0.29
H 0.40 -2.24 0.27  0.24
H 1.87 -0.18 -1.49  0.29
Cu -0.76 0.74 4.96  0.99

Values from the calculation:
* molecular weight: 337.66 g/mol
* total energy: -132747.696 eV
* expectation value of S²: 0.75
* net charge: +2
* spin multiplicity: 2

***

(2)
ORCA calculation (ωB97M-V/def2-TZVPD) on a structure of composition C9H12CuN2O2P.

Each line ends with the natural charge from an NBO analysis.
CARTESIAN COORDINATES (ANGSTROEM)
C 2.12 -1.44 1.64  -0.62
C 1.74 -1.32 0.05  -0.72
P 0.54 0.13 -0.13  0.76
C 1.25 1.55 -1.17  -0.71
C 2.18 2.44 -0.15  -0.63
C -1.19 -0.41 -0.72  -0.59
C -1.35 -2.02 -0.78  0.50
N -1.38 -3.24 -0.82  -0.62
C -2.26 0.29 0.28  -0.37
C -2.00 1.89 0.24  0.23
N -1.89 3.09 0.08  -0.23
C -3.80 0.07 -0.13  0.71
O -4.26 -0.87 -0.83  -0.52
O -4.73 1.02 0.42  -0.14
H 1.14 -1.37 2.23  0.21
H 2.74 -2.38 1.88  0.23
H 2.70 -0.45 1.87  0.23
H 1.38 -2.32 -0.40  0.23
H 2.73 -1.04 -0.48  0.25
H 1.96 1.17 -2.01  0.24
H 0.42 2.18 -1.67  0.27
H 1.99 3.56 -0.26  0.25
H 1.85 2.14 0.92  0.22
H 3.28 2.15 -0.24  0.23
H -1.37 0.05 -1.77  0.31
H -2.04 -0.12 1.35  0.30
Cu -1.72 -4.74 0.59  0.97

Values from the calculation:
* molecular weight: 274.73 g/mol
* total energy: -70516.862 eV
* expectation value of S²: 0.76
* net charge: +1
* spin multiplicity: 2

***

(3)
ORCA calculation (ωB97M-V/def2-TZVPD) on a cluster of 2 separate species, C9H12F5N in total.

Each line ends with the natural charge from an NBO analysis.
CARTESIAN COORDINATES (ANGSTROEM)
C 1.35 -2.30 0.64  -0.41
C 1.48 -1.88 2.09  -0.43
C -2.42 -0.36 0.32  -0.43
C -2.39 0.17 1.75  -0.43
C 0.27 -1.52 1.24  -0.23
C -1.26 0.47 0.78  -0.25
C 0.14 -0.05 0.87  0.06
C 1.01 2.30 -2.02  0.48
C 0.32 1.29 -2.91  0.90
N 1.13 0.60 0.38  -0.45
F 0.30 3.46 -1.97  -0.31
F 2.26 2.63 -2.52  -0.33
F -0.95 1.19 -2.64  -0.30
F 0.81 0.11 -2.73  -0.30
F 0.42 1.61 -4.20  -0.31
H 2.01 -1.68 -0.05  0.19
H 1.18 -3.33 0.31  0.23
H 1.48 -2.54 3.00  0.23
H 2.27 -1.17 2.10  0.21
H -2.36 -1.40 0.17  0.22
H -3.18 0.23 -0.25  0.22
H -3.10 1.01 1.82  0.22
H -2.24 -0.41 2.71  0.22
H -0.70 -1.81 1.35  0.23
H -1.05 1.51 0.55  0.23
H 1.25 1.76 -1.06  0.19
H 1.95 0.10 0.27  0.36

Values from the calculation:
* molecular weight: 229.19 g/mol
* total energy: -24597.524 eV
* expectation value of S²: 2.01
* net charge: 0
* spin multiplicity: 3

***

(4)
ORCA calculation (ωB97M-V/def2-TZVPD) on a structure of composition C9H12F5N3O3RhSTe.

Each line ends with the natural charge from an NBO analysis.
CARTESIAN COORDINATES (ANGSTROEM)
Rh 0.08 0.09 0.38  1.05
C 3.78 0.24 2.54  -0.68
C 2.38 0.10 2.07  0.28
N 2.08 0.17 0.83  -0.16
O 3.14 0.36 -0.04  -0.53
C 1.24 -0.09 2.95  0.07
C 1.32 -0.19 4.44  -0.66
N 0.08 -0.14 2.35  0.06
O -0.99 -0.31 2.96  -0.46
H 4.23 1.11 2.07  0.26
H 4.37 -0.63 2.23  0.26
H 3.83 0.34 3.62  0.24
H 2.77 0.84 -0.82  0.50
H 2.26 -0.65 4.75  0.23
H 0.48 -0.77 4.81  0.26
H 1.26 0.80 4.90  0.24
F 1.98 2.29 -1.65  -0.62
Te 0.19 2.70 -1.32  3.40
F -1.63 2.68 -1.34  -0.58
F 0.75 4.32 -0.78  -0.55
F 0.16 0.60 -1.62  -0.65
F 0.06 2.66 -3.13  -0.55
O 0.25 2.04 0.44  -0.93
S -2.12 -0.60 0.28  -0.09
C -2.48 -1.04 -1.37  0.10
N -2.69 -2.36 -1.58  -0.46
C -3.05 -2.90 -2.76  0.08
C -3.20 -2.09 -3.85  -0.25
C -3.00 -0.72 -3.69  -0.09
C -2.65 -0.20 -2.46  -0.24
H -2.58 -2.97 -0.77  0.45
H -3.20 -3.97 -2.78  0.24
H -3.49 -2.51 -4.80  0.26
H -3.12 -0.05 -4.53  0.25
H -2.51 0.86 -2.32  0.25

Values from the calculation:
* molecular weight: 567.78 g/mol
* total energy: -54854.442 eV
* net charge: +1
* energy relative to the best compared isomer or geometry (same formula, charge and spin): 112.1 kJ/mol

***

(5)
ORCA calculation (ωB97M-V/def2-TZVPD) on a structure of composition C9H12INS.

Each line ends with the natural charge from an NBO analysis.
CARTESIAN COORDINATES (ANGSTROEM)
C -1.39 0.04 0.58  0.06
C -0.10 -0.41 0.38  0.13
C 1.43 1.13 -0.15  0.06
C 0.95 2.35 -0.14  -0.46
C -1.97 0.87 -0.60  -0.60
C 2.71 -0.44 -1.80  -0.34
C 1.44 -0.72 -1.54  -0.05
C -2.24 -0.26 1.76  -0.66
C 0.48 -1.60 1.15  -0.66
N 0.71 0.14 -0.64  -0.35
S -0.99 0.55 -2.03  0.00
I 3.89 -2.02 -2.63  0.14
H 1.21 3.21 0.43  0.21
H 0.10 2.54 -0.90  0.20
H -2.89 0.26 -0.77  0.23
H -2.17 1.89 -0.45  0.22
H 3.21 0.33 -1.28  0.25
H 0.88 -1.61 -1.74  0.24
H -1.92 0.55 2.51  0.23
H -1.98 -1.17 2.29  0.23
H -3.33 -0.11 1.48  0.23
H 1.49 -1.71 0.76  0.23
H -0.06 -2.58 1.12  0.23
H 0.53 -1.21 2.20  0.23

Values from the calculation:
* molecular weight: 293.17 g/mol
* total energy: -29947.061 eV
* net charge: 0
* energy relative to the best compared isomer or geometry (same formula, charge and spin): 108.4 kJ/mol

***

(6)
ORCA calculation (ωB97M-V/def2-TZVPD) on a structure of composition C9H12MnN4SSe2Te2.

Each line ends with the natural charge from an NBO analysis.
CARTESIAN COORDINATES (ANGSTROEM)
Mn -0.55 1.26 -0.22  0.42
C 1.73 -0.92 -1.80  -0.67
C 0.73 -0.52 -0.76  0.16
N 1.01 0.28 0.28  -0.30
N 2.35 0.57 0.42  -0.41
C 2.68 1.11 1.55  0.29
N 3.94 1.64 1.59  -0.79
S 1.91 1.30 3.10  0.27
C -0.64 -1.06 -0.82  0.15
C -1.06 -2.05 -1.73  -0.24
C -2.38 -2.44 -1.69  -0.14
C -3.27 -1.81 -0.81  -0.26
C -2.81 -0.79 -0.01  0.07
N -1.52 -0.46 0.00  -0.48
H 2.51 -0.17 -1.88  0.26
H 1.24 -1.03 -2.76  0.22
H 2.21 -1.87 -1.54  0.23
H 4.49 1.56 0.75  0.41
H 4.37 1.93 2.44  0.40
H -0.36 -2.51 -2.41  0.23
H -2.73 -3.22 -2.35  0.22
H -4.31 -2.10 -0.79  0.23
H -3.44 -0.19 0.64  0.24
Se -2.16 2.68 0.99  -0.34
Te 0.46 3.17 -1.72  -0.22
Te -1.85 2.11 -2.48  0.22
Se -3.53 3.14 -0.89  -0.16
C 0.47 0.25 3.18  -0.73
H 0.22 0.25 4.24  0.24
H -0.37 0.69 2.62  0.23
H 0.66 -0.78 2.86  0.23

Values from the calculation:
* molecular weight: 676.35 g/mol
* total energy: -202921.988 eV
* expectation value of S²: 1.21
* net charge: 0
* spin multiplicity: 2

***

(7)
ORCA calculation (ωB97M-V/def2-TZVPD) on a cluster of 2 separate species, C9H12N2O2 in total.

Each line ends with the natural charge from an NBO analysis.
CARTESIAN COORDINATES (ANGSTROEM)
C -2.82 1.66 0.01  0.29
C 0.73 0.48 -0.12  0.03
C -0.59 -3.05 0.03  0.14
C 2.09 0.52 -0.08  0.31
C -0.18 1.78 0.00  -0.42
C -1.52 1.23 -0.49  -0.37
C -1.45 -0.35 -0.37  0.30
C -0.62 -3.46 1.23  -0.80
C 2.84 1.75 0.15  -0.66
N -3.79 2.13 0.38  -0.31
N -0.03 -0.69 -0.35  -0.64
O 2.80 -0.64 -0.31  -0.68
O -2.07 -1.13 -1.31  -0.74
H -0.23 2.08 0.99  0.22
H 0.03 2.69 -0.54  0.23
H -1.63 1.26 -1.62  0.26
H -1.92 -0.49 0.70  0.14
H 2.25 -1.35 -0.09  0.48
H -0.57 -4.53 1.38  0.30
H -0.52 -2.96 2.25  0.29
H 3.14 1.72 1.16  0.23
H 2.17 2.56 -0.08  0.22
H 3.85 1.90 -0.38  0.24
H 0.06 -1.00 -1.43  0.40
H -2.02 -2.11 -1.10  0.52

Values from the calculation:
* molecular weight: 180.21 g/mol
* total energy: -16596.550 eV
* net charge: 0
* energy relative to the best compared isomer or geometry (same formula, charge and spin): 556.3 kJ/mol

***

(8)
ORCA calculation (ωB97M-V/def2-TZVPD) on a structure of composition C9H12N2O2.

Each line ends with the natural charge from an NBO analysis.
CARTESIAN COORDINATES (ANGSTROEM)
C 1.06 -0.65 -1.54  -0.03
C 1.10 -0.39 -0.25  -0.02
C -1.10 -1.85 0.14  0.79
C 1.85 0.24 0.86  -0.46
C 1.19 1.40 1.49  -0.39
C -0.30 1.13 1.71  -0.39
C -0.93 -1.99 -2.15  0.10
C -1.10 0.80 0.41  -0.07
C -0.50 -0.46 -0.30  -0.01
N -0.37 -0.71 -1.76  -0.46
N -1.09 1.96 -0.31  -0.83
O -1.39 -2.09 1.25  -0.57
O -1.29 -2.61 -0.89  -0.48
H 1.90 -0.85 -2.31  0.20
H 2.00 -0.56 1.64  0.23
H 2.82 0.53 0.46  0.22
H 1.73 1.55 2.56  0.21
H 1.37 2.32 1.01  0.21
H -0.38 0.27 2.34  0.21
H -0.89 1.85 2.23  0.22
H -0.11 -2.54 -2.68  0.17
H -1.66 -1.99 -2.91  0.19
H -2.00 0.53 0.97  0.22
H -1.73 2.07 -1.11  0.37
H -0.18 2.05 -0.87  0.36

Values from the calculation:
* molecular weight: 180.21 g/mol
* total energy: -16599.779 eV
* net charge: 0
* energy relative to the best compared isomer or geometry (same formula, charge and spin): 244.8 kJ/mol

***

(9)
ORCA calculation (ωB97M-V/def2-TZVPD) on the ion C9H12N2OPS with charge +1.

Each line ends with the natural charge from an NBO analysis.
CARTESIAN COORDINATES (ANGSTROEM)
C 1.15 -0.40 -2.98  -0.38
N 1.37 0.55 -1.80  -0.33
C 2.38 1.59 -1.79  -0.44
C 0.59 0.31 -0.77  0.31
N 0.58 0.96 0.41  -0.56
C -0.28 0.43 1.43  0.19
C -0.38 0.81 2.76  -0.25
C -1.31 0.26 3.63  -0.14
C -2.11 -0.76 3.19  -0.20
C -2.13 -1.19 1.87  -0.16
C -1.20 -0.81 0.97  -0.42
P -0.53 -1.34 -0.66  1.48
O -1.69 -1.00 -1.72  -0.99
S 0.48 -3.00 -0.93  -0.41
H 1.87 -1.08 -3.22  0.23
H 0.18 -0.89 -2.88  0.22
H 1.00 0.42 -3.77  0.22
H 3.42 1.27 -1.48  0.24
H 2.43 2.13 -2.75  0.25
H 2.14 2.30 -0.96  0.21
H 1.33 1.51 0.62  0.42
H -0.06 1.73 3.10  0.23
H -1.60 0.76 4.58  0.25
H -2.95 -1.00 3.95  0.24
H -2.86 -2.02 1.67  0.25
H -1.82 -1.56 -2.49  0.54

Values from the calculation:
* SMILES: C[N+](C)=C1Nc2ccccc2[P@]1(O)=S
* molecular weight: 227.25 g/mol
* total energy: -34672.320 eV
* net charge: +1
* energy relative to the best compared isomer or geometry (same formula, charge and spin): 53.8 kJ/mol

***

(10)
ORCA calculation (ωB97M-V/def2-TZVPD) on the ion C9H12N3O with charge +1.

Each line ends with the natural charge from an NBO analysis.
CARTESIAN COORDINATES (ANGSTROEM)
C 0.62 1.64 -2.86  -0.44
C 1.02 1.51 -1.66  0.05
N 0.92 0.00 -0.81  -0.27
N 0.67 -0.99 -1.62  -0.32
C 0.18 -2.18 -1.18  0.30
N 0.05 -3.30 -1.94  -0.77
C 0.24 0.22 0.42  0.01
C -1.15 0.38 0.49  -0.20
C -1.85 0.71 1.68  -0.26
C -1.11 0.80 2.88  0.35
O -1.70 1.01 4.04  -0.63
C 0.36 0.69 2.73  -0.27
C 1.01 0.39 1.56  -0.20
H 0.58 2.57 -3.46  0.27
H 0.28 0.80 -3.36  0.17
H 1.46 2.18 -1.02  0.22
H 0.75 -0.63 -2.64  0.43
H 0.18 -2.17 -0.07  0.25
H -0.03 -4.13 -1.34  0.45
H 0.28 -3.24 -3.00  0.45
H -1.75 0.25 -0.46  0.23
H -2.93 0.90 1.69  0.25
H -1.13 1.17 4.76  0.50
H 0.95 0.95 3.60  0.22
H 2.09 0.48 1.59  0.24

Values from the calculation:
* SMILES: C=CN(/[NH+]=C/N)c1ccc(O)cc1
* molecular weight: 178.22 g/mol
* total energy: -16035.069 eV
* net charge: +1
* energy relative to the best compared isomer or geometry (same formula, charge and spin): 441.3 kJ/mol

***

(11)
ORCA calculation (ωB97M-V/def2-TZVPD) on the ion C9H12N3O with charge +1.

Each line ends with the natural charge from an NBO analysis.
CARTESIAN COORDINATES (ANGSTROEM)
C 0.69 2.01 1.16  -0.37
N 1.11 1.15 -0.04  -0.21
C 0.12 1.36 -1.11  -0.27
C -0.96 0.38 -0.54  -0.07
C -2.33 0.26 -0.79  -0.19
C -2.97 -0.79 -0.15  -0.19
C -2.39 -1.73 0.65  -0.18
C -1.03 -1.58 0.93  -0.18
C -0.34 -0.55 0.29  0.09
N 1.04 -0.28 0.45  -0.32
C 1.77 -1.18 -0.48  0.76
N 3.07 -0.98 -0.20  -0.83
O 1.22 -1.79 -1.35  -0.51
H -0.29 1.86 1.27  0.22
H 1.11 1.51 2.02  0.24
H 1.00 2.98 0.98  0.23
H 2.08 1.42 -0.23  0.46
H 0.62 1.24 -2.15  0.27
H -0.37 2.37 -0.96  0.25
H -2.87 0.95 -1.45  0.24
H -3.95 -1.23 -0.55  0.24
H -3.00 -2.62 0.77  0.25
H -0.39 -2.20 1.54  0.23
H 3.50 -0.97 0.73  0.43
H 3.56 -1.62 -0.79  0.41

Values from the calculation:
* SMILES: C[N@@H+]1Cc2ccccc2N1C(N)=O
* molecular weight: 178.22 g/mol
* total energy: -16036.877 eV
* net charge: +1
* energy relative to the best compared isomer or geometry (same formula, charge and spin): 266.9 kJ/mol

***

(12)
ORCA calculation (ωB97M-V/def2-TZVPD) on the ion C9H12N3O2 with charge +1.

Each line ends with the natural charge from an NBO analysis.
CARTESIAN COORDINATES (ANGSTROEM)
C -0.63 -1.38 2.90  -0.65
C -1.77 -0.72 2.26  -0.09
O -1.53 0.64 1.85  -0.42
C -0.60 0.97 0.99  0.73
C -0.48 2.23 0.29  -0.39
C 0.65 2.11 -0.47  0.10
N 1.19 0.90 -0.36  -0.03
C 1.72 0.14 -1.46  0.21
C 2.44 -1.00 -1.42  -0.28
C 2.30 -1.55 -2.68  -0.03
N 1.50 -0.83 -3.40  -0.20
N 1.08 0.19 -2.65  -0.16
C -0.20 0.85 -2.95  -0.42
O 0.40 0.15 0.57  -0.26
H -0.14 -0.67 3.54  0.23
H -0.91 -2.32 3.34  0.26
H 0.21 -1.59 2.06  0.21
H -2.58 -0.67 3.08  0.23
H -2.25 -1.16 1.33  0.21
H -1.17 3.07 0.48  0.29
H 0.87 2.92 -1.10  0.28
H 3.16 -1.46 -0.63  0.27
H 2.85 -2.40 -3.04  0.24
H -0.70 0.93 -1.92  0.20
H -0.15 1.92 -3.47  0.23
H -0.67 0.30 -3.71  0.26

Values from the calculation:
* SMILES: CCOc1cc[n+](-c2ccnn2C)o1
* molecular weight: 194.21 g/mol
* total energy: -18081.803 eV
* net charge: +1
* energy relative to the best compared isomer or geometry (same formula, charge and spin): 277.2 kJ/mol

***

Q: Which formula does entry 9 have?
A: C9H12N2OPS